#i
Density functional theory data (ωB97M-V/def2-TZVPD) for a cluster of 2 separate species, C6H16N2 in total.

Atoms and positions in Å:
1 C 2.349 -1.015 0.271
2 N 1.269 -0.158 -0.316
3 C 2.220 2.342 0.475
4 C -0.338 -1.891 -1.402
5 C -0.071 -0.867 -0.266
6 C -1.227 0.163 -0.223
7 N -2.466 -0.442 0.366
8 C -3.555 0.512 0.702
9 H 3.281 -0.473 0.375
10 H 2.634 -1.890 -0.394
11 H 1.871 -1.416 1.206
12 H 3.220 2.157 0.777
13 H 2.349 2.605 -0.497
14 H 1.580 1.549 0.426
15 H 0.297 -1.830 -2.316
16 H -1.361 -1.586 -1.725
17 H -0.226 -2.896 -1.033
18 H -0.154 -1.477 0.728
19 H 1.927 3.056 1.159
20 H -1.483 0.598 -1.279
21 H -0.764 0.931 0.413
22 H -4.427 0.534 -0.042
23 H -3.956 0.091 1.673
24 H -2.966 1.401 0.922

Its HOMO-LUMO gap is 0.151 Eh. The LUMO energy is -2.85 eV. The net charge is 0.

Results of the natural (NBO) charge analysis, in e, for atoms 1 through 5: -0.4844 -0.2737 -0.8518 -0.6221 -0.1121

#ii
Density functional theory data (ωB97M-V/def2-TZVPD) for an isolated molecule of C6H16N2.

Atoms and positions in Å:
1 C 0.140 -1.815 0.042
2 C 0.063 -0.349 0.468
3 N 1.093 0.517 0.004
4 C 2.372 0.169 0.840
5 C 1.364 0.482 -1.416
6 N -1.212 0.343 -0.113
7 C -1.426 1.686 0.376
8 C -2.440 -0.406 -0.180
9 H -0.629 -2.395 0.545
10 H 0.018 -1.922 -1.032
11 H 1.110 -2.223 0.321
12 H -0.005 -0.273 1.567
13 H 2.849 -0.765 0.516
14 H 3.056 0.993 0.649
15 H 2.150 0.137 1.905
16 H 2.080 1.271 -1.648
17 H 0.432 0.674 -1.945
18 H 1.777 -0.472 -1.771
19 H -2.097 2.223 -0.298
20 H -0.481 2.224 0.415
21 H -1.869 1.690 1.386
22 H -2.869 -0.600 0.818
23 H -3.172 0.168 -0.756
24 H -2.302 -1.355 -0.695

Its HOMO-LUMO gap is 0.333 Eh. The LUMO energy is 1.02 eV. The net charge is 0. As for the SMILES: CC(N(C)C)N(C)C.

Results of the natural (NBO) charge analysis, in e, for atoms 1 through 5: -0.6570 0.1361 -0.4450 -0.4265 -0.4268

#iii
Density functional theory data (ωB97M-V/def2-TZVPD) for a cluster of 3 separate species, C6H16N2 in total.

Atoms and positions in Å:
1 C -1.230 -0.766 0.032
2 C -2.269 0.249 -0.366
3 C -0.684 -1.577 -1.111
4 C 0.139 -1.119 1.855
5 H -1.681 -1.417 0.772
6 H -3.213 -0.269 -0.561
7 H -1.984 0.792 -1.268
8 H -2.434 0.966 0.438
9 H -0.186 -0.956 -1.857
10 H -0.008 -2.365 -0.782
11 H -1.516 -2.081 -1.615
12 H 0.027 -2.202 1.861
13 H -0.558 -0.599 2.504
14 H 1.178 -0.868 2.050
15 C 1.581 0.581 -0.018
16 C 1.991 1.498 -1.170
17 N 0.169 0.817 0.320
18 N -0.159 1.764 1.068
19 H 0.639 2.071 1.656
20 H 2.212 0.765 0.862
21 H 1.698 -0.463 -0.291
22 H 1.351 1.340 -2.039
23 H 3.023 1.291 -1.457
24 H 1.915 2.547 -0.883

Its HOMO-LUMO gap (spin up / spin down) is 0.298 / 0.299 Eh. The LUMO energy (spin up / spin down) is 0.86 / 0.85 eV. The net charge is 0.

Results of the natural (NBO) charge analysis, in e, for atoms 1 through 5: 0.0542 -0.6678 -0.6736 -0.6721 0.1786

Energy ordering: #ii at the bottom, the next structure 4.742 eV above.

#i
Density functional theory data (ωB97M-V/def2-TZVPD) for an isolated molecule of C5H14N2.

Atoms and positions in Å:
1 C 0.628 0.235 2.577
2 C -0.641 0.672 1.774
3 C -0.783 0.031 0.368
4 N -1.207 -1.350 0.394
5 C 0.410 0.298 -0.491
6 N 0.322 -0.347 -1.802
7 C 1.098 0.390 -2.790
8 H 0.600 -0.867 2.592
9 H 0.600 0.687 3.560
10 H 1.521 0.440 2.000
11 H -0.310 1.693 1.532
12 H -1.534 0.756 2.383
13 H -1.710 0.510 -0.010
14 H -1.721 -1.702 1.174
15 H -0.758 -2.014 -0.218
16 H 1.342 -0.055 -0.040
17 H 0.524 1.395 -0.568
18 H -0.649 -0.273 -2.097
19 H 0.670 1.375 -2.957
20 H 1.332 -0.174 -3.701
21 H 2.124 0.504 -2.393

Its HOMO-LUMO gap is 0.350 Eh. The LUMO energy is 1.12 eV. The net charge is 0. As for the SMILES: CC[C@H](N)CNC.

Results of the natural (NBO) charge analysis, in e, for atoms 1 through 5: -0.6189 -0.3944 -0.0539 -0.8978 -0.2280

#ii
Density functional theory data (ωB97M-V/def2-TZVPD) for an isolated molecule of C5H14N2.

Atoms and positions in Å:
1 C -1.943 0.423 -1.990
2 C -0.596 -0.002 -1.374
3 C -0.607 -0.363 0.137
4 N -1.470 -1.474 0.464
5 C 0.818 -0.624 0.640
6 N 1.664 0.571 0.476
7 C 2.136 1.101 1.761
8 H -2.391 1.238 -1.417
9 H -1.633 0.664 -3.004
10 H -2.645 -0.389 -1.803
11 H -0.046 -0.821 -1.866
12 H 0.178 0.782 -1.406
13 H -0.975 0.534 0.646
14 H -1.264 -2.385 0.073
15 H -2.402 -1.314 0.775
16 H 0.711 -0.867 1.701
17 H 1.257 -1.461 0.090
18 H 2.480 0.395 -0.094
19 H 1.307 1.479 2.369
20 H 2.839 0.438 2.272
21 H 2.581 2.075 1.552

Its HOMO-LUMO gap is 0.350 Eh. The LUMO energy is 1.17 eV. The net charge is 0. As for the SMILES: CC[C@@H](N)CNC.

Results of the natural (NBO) charge analysis, in e, for atoms 1 through 5: -0.6241 -0.4125 -0.0438 -0.8906 -0.2285

#iii
Density functional theory data (ωB97M-V/def2-TZVPD) for a structure of composition C5H14N2.

Atoms and positions in Å:
1 C 0.510 1.287 1.476
2 C 0.324 0.896 -1.520
3 N 0.468 0.033 0.741
4 N 1.654 -0.757 0.782
5 H 2.414 -0.263 1.244
6 H 1.950 -0.949 -0.173
7 H 0.759 1.099 2.525
8 H -0.443 1.812 1.425
9 H 1.269 1.942 1.039
10 H 1.318 1.215 -1.198
11 H 0.444 0.021 -2.152
12 H -0.022 1.733 -2.122
13 C -0.774 -1.945 -0.159
14 C -0.883 -0.498 0.321
15 C -1.388 0.450 -0.731
16 H -1.500 -0.465 1.227
17 H -0.139 -2.036 -1.045
18 H -0.373 -2.602 0.618
19 H -1.765 -2.303 -0.448
20 H -1.845 1.357 -0.335
21 H -1.978 -0.027 -1.514

Its HOMO-LUMO gap is 0.292 Eh. The LUMO energy is 1.05 eV. The net charge is 0.

Results of the natural (NBO) charge analysis, in e, for atoms 1 through 5: -0.4169 -0.6145 -0.3202 -0.6739 0.3575

#iv
Density functional theory data (ωB97M-V/def2-TZVPD) for a structure of composition C5H14N2.

Atoms and positions in Å:
1 C 2.268 -0.870 0.039
2 C -0.418 -1.485 1.016
3 C -0.180 -0.851 -0.341
4 N 1.139 -0.727 -0.860
5 H -0.859 -1.284 -1.089
6 H 2.298 -1.859 0.514
7 H 3.181 -0.755 -0.549
8 H 2.319 -0.116 0.846
9 H -1.471 -1.413 1.288
10 H -0.136 -2.536 0.956
11 H 0.180 -1.033 1.805
12 C -0.400 1.529 0.766
13 C -1.565 1.145 -1.354
14 N -0.563 0.686 -0.408
15 H 0.736 0.490 -1.043
16 H 0.387 1.148 1.413
17 H -0.109 2.540 0.462
18 H -2.533 1.257 -0.859
19 H -1.276 2.120 -1.761
20 H -1.666 0.439 -2.177
21 H -1.332 1.574 1.335

Its HOMO-LUMO gap is 0.306 Eh. The LUMO energy is 0.88 eV. The net charge is 0.

Results of the natural (NBO) charge analysis, in e, for atoms 1 through 5: -0.4173 -0.6507 0.1515 -0.7233 0.1737

Energy ordering: #ii at the bottom, the next structure 0.138 eV above.

#i
Density functional theory data (ωB97M-V/def2-TZVPD) for an isolated molecule of C5H14N2.

Atoms and positions in Å:
1 C 1.090 1.767 0.464
2 C 1.244 0.264 0.193
3 C 2.186 -0.312 1.249
4 N -0.055 -0.387 0.215
5 C -0.626 -0.903 -1.016
6 C -2.129 -1.043 -0.870
7 N -2.838 0.174 -0.505
8 H 2.055 2.213 0.743
9 H 0.355 1.875 1.259
10 H 0.741 2.290 -0.419
11 H 1.703 0.223 -0.800
12 H 2.140 -1.402 1.308
13 H 1.926 0.091 2.232
14 H 3.198 0.022 1.028
15 H -0.114 -1.024 0.994
16 H -0.211 -1.884 -1.305
17 H -0.386 -0.193 -1.814
18 H -2.606 -1.458 -1.749
19 H -2.348 -1.778 -0.077
20 H -3.023 0.763 -1.307
21 H -2.305 0.701 0.177

Its HOMO-LUMO gap is 0.355 Eh. The LUMO energy is 1.11 eV. The net charge is 0. As for the SMILES: CC(C)NCCN.

Results of the natural (NBO) charge analysis, in e, for atoms 1 through 5: -0.6065 -0.0445 -0.6185 -0.6604 -0.2220

#ii
Density functional theory data (ωB97M-V/def2-TZVPD) for an isolated molecule of C5H14N2.

Atoms and positions in Å:
1 N -2.109 1.050 0.824
2 C -2.033 0.315 -0.450
3 C -1.020 -0.869 -0.426
4 C 0.016 -0.811 0.692
5 C 0.901 0.436 0.663
6 C 1.855 0.506 -0.519
7 N 3.003 -0.421 -0.358
8 H -2.714 1.860 0.703
9 H -2.578 0.456 1.499
10 H -1.839 0.969 -1.298
11 H -3.008 -0.141 -0.629
12 H -0.462 -0.829 -1.361
13 H -1.649 -1.751 -0.341
14 H -0.477 -0.738 1.667
15 H 0.618 -1.714 0.680
16 H 0.313 1.341 0.686
17 H 1.506 0.442 1.579
18 H 1.327 0.284 -1.458
19 H 2.247 1.508 -0.692
20 H 3.450 -0.534 -1.264
21 H 2.652 -1.362 -0.196

Its HOMO-LUMO gap is 0.375 Eh. The LUMO energy is 1.03 eV. The net charge is 0. As for the SMILES: NCCCCCN.

Results of the natural (NBO) charge analysis, in e, for atoms 1 through 5: -0.8433 -0.2187 -0.4149 -0.3964 -0.4206

#iii
Density functional theory data (ωB97M-V/def2-TZVPD) for an isolated molecule of C5H14N2.

Atoms and positions in Å:
1 C 1.782 -0.741 0.195
2 C 1.435 0.758 0.154
3 N 2.449 1.308 -0.777
4 C 0.017 0.917 -0.432
5 C -1.065 0.363 0.522
6 C -1.585 -1.084 0.227
7 N -3.037 -1.041 0.099
8 H 2.185 -1.118 -0.753
9 H 1.068 -1.370 0.711
10 H 2.735 -0.834 0.727
11 H 1.612 1.240 1.109
12 H 2.699 2.287 -0.748
13 H 2.111 1.199 -1.723
14 H -0.065 0.331 -1.370
15 H -0.227 1.896 -0.858
16 H -0.601 0.339 1.516
17 H -1.896 1.035 0.678
18 H -1.320 -1.705 1.094
19 H -1.188 -1.433 -0.722
20 H -3.523 -0.861 0.963
21 H -3.587 -1.486 -0.610

Its HOMO-LUMO gap is 0.358 Eh. The LUMO energy is 1.22 eV. The net charge is 0. As for the SMILES: C[C@@H](N)CCCN.

Results of the natural (NBO) charge analysis, in e, for atoms 1 through 5: -0.6328 -0.0480 -0.8518 -0.4189 -0.4188

#iv
Density functional theory data (ωB97M-V/def2-TZVPD) for a cluster of 2 separate species, C5H14N2 in total.

Atoms and positions in Å:
1 C 0.560 -0.067 -3.300
2 N 0.341 0.988 -2.655
3 C 0.006 0.887 -1.242
4 C -0.312 2.265 -0.670
5 H 0.468 -1.067 -2.861
6 H 0.793 0.021 -4.358
7 H -0.853 0.232 -1.081
8 H 0.858 0.454 -0.711
9 H -0.465 2.223 0.405
10 H 0.506 2.942 -0.914
11 H -1.212 2.648 -1.153
12 C 0.554 -0.870 3.257
13 N 0.159 -1.041 1.860
14 C -1.088 -1.774 1.752
15 H -0.234 -0.327 3.777
16 H 0.690 -1.835 3.765
17 H 1.480 -0.303 3.329
18 H 0.891 -1.538 1.371
19 H -1.078 -2.746 2.271
20 H -1.312 -1.965 0.702
21 H -1.904 -1.185 2.172

Its HOMO-LUMO gap is 0.365 Eh. The LUMO energy is 0.96 eV. The net charge is 0. As for the SMILES: C=NCC.CNC.

Results of the natural (NBO) charge analysis, in e, for atoms 1 through 5: -0.0558 -0.3910 -0.2613 -0.6028 0.1336

Energy ordering: #i at the bottom, the next structure 0.136 eV above.

#i
Density functional theory data (ωB97M-V/def2-TZVPD) for an isolated molecule of C5H14N2.

Atoms and positions in Å:
1 C -0.129 0.414 1.725
2 C -1.067 -0.379 0.806
3 C -1.310 -1.711 1.451
4 N -0.524 -0.488 -0.578
5 C -0.277 0.762 -1.280
6 C 1.088 0.626 -2.064
7 N 2.260 0.965 -1.344
8 H -0.469 0.373 2.763
9 H 0.860 -0.056 1.865
10 H -0.015 1.404 1.291
11 H -2.001 0.182 0.668
12 H -2.104 -2.348 1.020
13 H -0.424 -2.349 1.453
14 H -1.640 -1.675 2.498
15 H 0.148 -1.235 -0.569
16 H -1.110 0.973 -1.950
17 H -0.184 1.607 -0.589
18 H 0.916 1.083 -3.046
19 H 1.024 -0.441 -2.335
20 H 2.583 1.903 -1.260
21 H 2.374 0.391 -0.526

Its HOMO-LUMO gap is 0.345 Eh. The LUMO energy is 1.12 eV. The net charge is 0. As for the SMILES: CC(C)NCCN.

Results of the natural (NBO) charge analysis, in e, for atoms 1 through 5: -0.6303 -0.0512 -0.6217 -0.6544 -0.2258

#ii
Density functional theory data (ωB97M-V/def2-TZVPD) for an isolated molecule of C5H14N2.

Atoms and positions in Å:
1 C 0.517 1.299 -1.295
2 C -0.602 0.943 -0.394
3 C -1.038 1.812 0.798
4 C -0.402 -0.552 0.018
5 N -0.278 -1.623 -1.006
6 C 0.813 -0.766 1.011
7 N 0.827 -2.240 1.558
8 H 0.589 0.688 -2.100
9 H 0.235 2.377 -1.873
10 H 1.479 1.419 -0.824
11 H -1.494 0.807 -0.945
12 H -1.852 2.453 0.477
13 H -1.209 1.211 1.817
14 H -0.217 2.468 1.020
15 H -1.288 -0.771 0.536
16 H 0.639 -1.570 -1.521
17 H -0.904 -1.561 -1.822
18 H 1.690 -0.713 0.244
19 H 0.800 -0.120 1.879
20 H 0.049 -2.775 1.049
21 H 1.648 -2.785 1.374

Its HOMO-LUMO gap is 0.362 Eh. The LUMO energy is 0.98 eV. The net charge is 0. As for the SMILES: CC(C)[C@@H](N)CN.

Results of the natural (NBO) charge analysis, in e, for atoms 1 through 5: -0.5868 -0.2520 -0.6107 -0.0370 -0.8500

#iii
Density functional theory data (ωB97M-V/def2-TZVPD) for an isolated molecule of C5H14N2.

Atoms and positions in Å:
1 C 0.253 -1.779 1.871
2 C 0.645 -0.502 1.108
3 C -0.433 0.092 0.183
4 C -0.007 1.456 -0.470
5 N 0.775 2.348 0.334
6 N -0.716 -0.990 -0.803
7 C -0.554 -0.660 -2.229
8 H 1.187 -2.126 2.303
9 H -0.533 -1.618 2.598
10 H -0.038 -2.546 1.156
11 H 1.438 -0.771 0.383
12 H 1.186 0.164 1.774
13 H -1.327 0.219 0.805
14 H -0.978 1.897 -0.708
15 H 0.481 1.247 -1.416
16 H 0.310 2.967 0.976
17 H 1.547 1.939 0.837
18 H -1.734 -1.092 -0.786
19 H -1.099 0.203 -2.632
20 H 0.500 -0.487 -2.466
21 H -0.845 -1.511 -2.837

Its HOMO-LUMO gap is 0.356 Eh. The LUMO energy is 1.05 eV. The net charge is 0. As for the SMILES: CC[C@@H](CN)NC.

Results of the natural (NBO) charge analysis, in e, for atoms 1 through 5: -0.6103 -0.4015 -0.0597 -0.2292 -0.8476

Energy ordering: #i at the bottom, the next structure 0.058 eV above.